The following is a DFT calculation (ωB97M-V/def2-TZVPD) of a gas-phase ion, C7H17N (charge -1) at a distorted geometry.

```
25
Properties=species:S:1:pos:R:3:forces:R:3
C 0.2996 0.8808 -2.3013 -2.363 -2.755 -5.558
C 1.5121 0.1103 -2.9557 0.327 -2.597 0.578
C 0.2817 1.3740 -0.9602 -1.343 2.259 4.394
N 0.5638 0.4094 0.1001 0.519 1.765 -0.483
C -0.5809 -0.4514 3.4078 -2.436 3.193 1.432
C 0.1482 -0.6119 2.1468 0.984 1.706 -0.713
C -0.5830 -0.1064 0.8677 3.135 0.803 0.290
C -1.2777 -1.0978 -0.0398 -3.454 1.612 2.571
H -0.0046 1.6840 -2.9595 0.273 0.674 -0.282
H -0.6071 0.1389 -2.5758 1.643 1.400 1.214
H 2.4598 0.4312 -2.4739 -0.295 -0.261 -0.733
H 1.3972 -1.0400 -2.7720 0.236 1.627 0.897
H 1.6214 -0.1778 -4.0774 -0.522 2.003 1.317
H -0.7844 1.8442 -0.5724 2.040 -1.137 -1.634
H 0.9134 2.3211 -0.8133 -0.275 -1.320 -0.436
H 1.2722 -0.2511 -0.1890 -0.360 -0.371 0.131
H -0.2550 -1.1362 4.0994 1.448 -1.193 2.189
H -1.6687 -0.6450 3.5184 0.214 0.075 -1.122
H -0.5004 0.6827 3.8163 0.046 -2.592 -0.713
H 1.1030 -0.0104 2.3408 -1.375 -0.082 -0.796
H 0.6638 -1.5242 2.0057 -0.379 -1.734 -0.231
H -1.1263 0.8448 1.1989 0.040 -1.593 -0.681
H -0.7064 -1.9131 -0.3980 0.268 -0.702 -0.280
H -1.8142 -0.5288 -0.7441 0.887 1.088 -2.444
H -2.3274 -1.2272 0.3306 0.741 -1.868 1.093
```
Forces are in eV/Å.

The calculation puts the largest force on an atom at 6.638 eV/Å. The multiplicity is 2. The calculation puts the LUMO energy (spin up / spin down) at 3.58 / 3.54 eV. The net charge is -1. Its energy above the lowest of the compared OMol25 structures with the same formula, charge and spin is 337.4 kJ/mol.